# 1
{
  "formula": "C16H16FeNO3",
  "method": "wB97M-V/def2-TZVPD",
  "e_tot_ev": -58858.2707,
  "lumo_ev": [-4.092, -6.906],
  "multiplicity": 5,
  "total_charge": 1,
  "de_lowest_kcal_mol": 22.02,
  "orbital_gap_ev": [4.424, 4.414],
  "species": ["Fe", "O", "O", "O", "N", "C", "C", "C", "C", "C", "C", "C", "C", "C", "C", "C", "C", "C", "C", "C", "C", "H", "H", "H", "H", "H", "H", "H", "H", "H", "H", "H", "H", "H", "H", "H", "H"],
  "coordinates": [[-2.961269, 5.933689, 0.345648], [-0.335640, 7.054507, 1.107207], [-4.037375, 8.510371, -0.209581], [-3.519595, 6.745263, 3.066016], [0.589642, 0.776793, -0.258402], [-1.402719, 1.170888, 0.825695], [-0.016763, 0.182972, -2.576347], [-3.788941, 4.536449, -0.914220], [-1.721243, 3.633001, 0.162972], [-4.463141, 3.329150, 1.196067], [-1.599262, 0.673379, -0.585620], [-1.302814, 6.617941, 0.636068], [-3.377942, 6.308263, 1.995666], [-3.504889, 2.430000, 1.474601], [-4.473827, 4.514004, 0.336013], [0.997424, 1.281445, 2.082687], [-2.445103, 4.084891, -0.935612], [-3.772210, 7.376415, -0.172172], [-2.025289, 2.497637, 1.143885], [-0.397066, 0.511629, -1.195445], [0.124018, 1.167434, 0.917219], [-1.520188, 2.850355, 2.059714], [-1.771406, 0.436423, 1.558627], [0.729473, -0.620890, -2.591711], [-5.420155, 3.170235, 1.717439], [-4.255415, 4.917899, -1.822276], [-0.895427, -0.145109, -3.140980], [0.413981, 1.057884, -3.085677], [-5.394803, 5.102713, 0.427963], [-0.645209, 3.892054, 0.166633], [-1.921195, 4.159769, -1.903489], [-2.567670, 0.473410, -1.025223], [1.574587, 0.624026, -0.455385], [0.396176, 1.195332, 2.991899], [-3.756867, 1.559899, 2.113585], [1.553854, 2.228793, 2.132141], [1.729816, 0.461015, 2.059322]],
  "forces_ev_per_angstrom": [[0.43, -2.54, -0.99], [-2.82, -1.22, -1.72], [0.33, -3.37, -0.25], [0.13, -1.63, -3.17], [1.61, -0.68, -2.60], [1.65, -1.59, -0.41], [-0.03, -0.30, -0.65], [1.24, -1.03, -0.84], [2.11, -2.09, 0.80], [-0.96, 0.37, 0.40], [0.02, 0.16, -0.57], [4.14, 1.69, 2.15], [-0.28, 2.16, 4.88], [0.99, -0.80, 0.33], [-1.07, -1.21, 1.00], [0.14, -0.03, 0.51], [-1.39, 0.83, -1.28], [-1.59, 6.94, -0.68], [-1.80, 2.75, 0.13], [-0.57, 0.31, 1.14], [-1.71, 0.89, 1.16], [-0.18, -0.13, 0.23], [-0.35, 0.15, 0.19], [-0.13, 0.13, -0.08], [0.40, 0.06, -0.33], [0.11, -0.07, 0.27], [0.23, 0.05, 0.07], [-0.09, -0.23, 0.13], [0.26, -0.33, -0.15], [-0.55, -0.32, -0.22], [-0.08, 0.25, 0.54], [0.11, 0.06, -0.06], [-0.41, 0.10, 0.09], [0.22, -0.01, 0.08], [-0.06, 0.65, -0.44], [-0.02, -0.13, 0.06], [-0.02, 0.17, 0.27]]
}

---

# 2
{
  "formula": "C16H16IMnN3O6S2",
  "method": "wB97M-V/def2-TZVPD",
  "e_tot_ev": -94700.9225,
  "lumo_ev": [0.041, -0.038],
  "multiplicity": 6,
  "total_charge": 0,
  "orbital_gap_ev": [9.164, 9.476],
  "species": ["I", "Mn", "S", "S", "O", "O", "O", "O", "O", "O", "N", "N", "N", "C", "C", "C", "C", "C", "C", "C", "C", "C", "C", "C", "C", "C", "C", "C", "C", "H", "H", "H", "H", "H", "H", "H", "H", "H", "H", "H", "H", "H", "H", "H", "H"],
  "coordinates": [[-5.542613, -1.349788, -2.370835], [-0.281968, -0.057940, -0.034482], [0.694904, 1.415721, -2.072374], [0.944064, -2.112983, -1.309317], [-0.699428, 0.933243, -1.955011], [1.292114, -3.491895, -1.449952], [0.864959, 2.640917, -2.787981], [1.401090, -1.463533, -0.055230], [-0.499246, -1.800597, -1.411418], [1.242062, 1.389826, -0.691555], [0.058563, 0.289346, 2.135229], [0.376410, -0.778966, 2.898911], [-2.523412, -0.198587, 0.447167], [1.620024, 0.153724, -2.969658], [2.538539, -2.026946, -3.455342], [0.486200, 1.350909, 2.811182], [3.223851, -1.508576, -4.545291], [-5.045616, 0.730313, -0.222352], [-3.052119, 0.856945, 1.070146], [3.108495, -0.170798, -4.851342], [1.735864, -1.223560, -2.657775], [2.310813, 0.650109, -4.066001], [-4.502170, -0.365646, -0.870212], [-4.306804, 1.352188, 0.769632], [0.327733, 2.736213, 2.277567], [1.076293, 0.946854, 4.020001], [-3.231310, -0.795360, -0.518853], [1.494756, -1.439516, 5.013469], [1.003782, -0.429956, 4.032855], [-0.724473, 3.022829, 2.220114], [-6.027371, 1.096893, -0.491570], [1.508642, 1.577374, 4.778230], [2.213044, 1.700146, -4.297709], [2.378751, -1.953510, 4.633816], [0.732977, -2.188775, 5.230058], [2.612869, -3.075963, -3.209929], [0.758867, 2.821051, 1.280147], [3.841290, -2.160418, -5.149464], [-2.755645, -1.625133, -1.024817], [0.250059, -1.705635, 2.527097], [-2.438040, 1.304145, 1.843503], [-4.692997, 2.211988, 1.298536], [3.634855, 0.247400, -5.699552], [1.763883, -0.950478, 5.946782], [0.827460, 3.446424, 2.933578]],
  "forces_ev_per_angstrom": [[-0.02, -0.02, -0.04], [-0.27, 0.04, 0.46], [0.00, -0.21, 0.18], [-0.16, 0.24, 0.01], [0.03, 0.05, -0.06], [0.02, -0.06, 0.04], [0.01, 0.07, 0.03], [0.06, -0.11, -0.02], [0.07, -0.14, 0.00], [-0.01, 0.05, -0.16], [0.17, 0.00, -0.10], [-0.01, -0.01, -0.05], [0.12, 0.14, -0.51], [0.06, -0.14, -0.02], [-0.06, 0.04, 0.03], [-0.01, 0.08, 0.03], [0.03, -0.06, -0.03], [-0.11, 0.04, -0.03], [-0.02, -0.06, 0.16], [0.02, 0.05, -0.05], [0.07, 0.14, -0.09], [-0.04, -0.04, 0.04], [0.09, -0.01, 0.06], [0.05, -0.02, 0.06], [-0.02, 0.02, 0.02], [0.00, -0.01, 0.01], [-0.09, -0.02, 0.07], [0.00, 0.02, 0.01], [-0.01, -0.03, 0.05], [0.01, -0.01, -0.01], [0.01, -0.01, 0.01], [-0.01, 0.00, -0.02], [0.00, 0.00, 0.01], [-0.01, 0.00, -0.01], [-0.01, 0.01, -0.01], [0.01, 0.00, 0.00], [-0.01, -0.04, -0.02], [0.00, 0.00, 0.01], [0.04, 0.02, 0.00], [0.03, -0.03, -0.03], [0.00, 0.01, -0.03], [-0.01, 0.00, -0.01], [-0.01, 0.00, 0.01], [0.00, 0.01, -0.01], [0.00, -0.01, -0.01]]
}

---

# 3
{
  "formula": "C16H16N2O2S",
  "method": "wB97M-V/def2-TZVPD",
  "e_tot_ev": -34761.6014,
  "lumo_ev": 0.617,
  "smiles": "Cc1ccc(CSC2=NCCN2C(=O)c2ccco2)cc1",
  "total_charge": 0,
  "de_lowest_kcal_mol": 48.67,
  "orbital_gap_ev": 9.140,
  "species": ["S", "O", "O", "N", "N", "C", "C", "C", "C", "C", "C", "C", "C", "C", "C", "C", "C", "C", "C", "C", "C", "H", "H", "H", "H", "H", "H", "H", "H", "H", "H", "H", "H", "H", "H", "H", "H"],
  "coordinates": [[-0.643173, -1.216258, -1.867323], [1.588407, 2.268233, -3.461622], [2.941653, -0.244876, -2.984036], [-2.089597, 0.924779, -1.285777], [-0.139429, 1.445002, -2.279841], [-2.117598, 2.361143, -1.453166], [1.982893, 0.298262, -2.210524], [-1.928187, -0.440492, 1.497717], [1.152134, 1.392627, -2.745156], [3.176559, -1.079233, -0.937054], [-0.895511, 2.694932, -2.331163], [0.297301, -0.176863, 4.548106], [-0.264544, -0.631178, 3.235570], [-1.415292, -0.046731, 2.719832], [-0.991653, 0.481468, -1.747629], [-0.148358, -2.024913, 1.273410], [-1.808915, -1.829506, -0.584071], [2.095590, -0.175702, -0.925046], [0.360790, -1.626673, 2.494631], [-1.300539, -1.437896, 0.763054], [3.644478, -1.081584, -2.218718], [-1.913618, 0.729854, 3.282579], [-2.065843, 2.834185, -0.467645], [-3.063712, 2.641429, -1.918306], [1.485923, 0.088295, -0.084082], [-1.821055, -2.909619, -0.724683], [-1.174173, 2.924010, -3.363915], [-0.282886, 3.509832, -1.944807], [0.355636, -2.789888, 0.699780], [4.442360, -1.623882, -2.686806], [0.979634, -0.917691, 4.957379], [-2.814869, 0.030608, 1.102120], [-0.499508, 0.004710, 5.266355], [-2.781249, -1.395665, -0.803521], [0.846756, 0.756006, 4.416638], [3.551631, -1.644236, -0.109032], [1.257965, -2.092488, 2.876753]],
  "forces_ev_per_angstrom": [[-0.18, -0.74, -0.03], [0.03, -0.04, -0.07], [-0.03, 0.21, -0.64], [-0.07, -0.57, -0.01], [0.02, 0.28, 0.08], [0.18, 0.30, 0.00], [-0.04, 0.05, 1.14], [-0.03, -0.10, 0.00], [0.21, -0.08, -0.10], [0.26, -0.05, -0.41], [-0.12, 0.38, -0.17], [0.02, 0.06, -0.03], [-0.05, 0.03, -0.01], [0.10, -0.04, 0.07], [-0.56, -0.16, 0.21], [-0.13, 0.04, 0.01], [0.16, 0.35, -0.48], [-0.06, 0.49, -0.78], [0.01, 0.00, 0.00], [0.00, -0.02, 0.15], [0.12, -0.36, 0.74], [-0.06, 0.08, 0.07], [-0.02, 0.09, -0.07], [0.10, 0.12, 0.03], [-0.18, 0.06, 0.12], [-0.04, 0.01, -0.05], [0.07, 0.02, 0.10], [-0.04, -0.03, -0.10], [0.07, -0.10, -0.06], [0.07, -0.01, -0.17], [0.04, -0.02, 0.08], [-0.07, 0.02, -0.05], [0.00, 0.01, 0.10], [-0.05, -0.15, 0.07], [0.05, 0.05, 0.08], [0.14, -0.15, 0.13], [0.09, -0.06, 0.07]]
}